Entry 1:
Formula: C5H10NO2
Source: OMol25
Level of theory: ωB97M-V with the def2-TZVPD basis set

The geometry in XYZ format:
```
18
Properties=species:S:1:pos:R:3
C 2.5762 0.6687 0.6594
H -1.4265 -3.0153 0.3629
H 3.1718 -0.2395 0.8134
H 2.1917 1.0731 1.5670
C -0.6264 -2.3342 0.0541
C -1.4805 -0.1701 -0.4459
C -1.7357 1.0683 -0.1010
O -2.8253 1.5393 0.4983
H 3.2718 1.3849 0.1751
H -3.5103 0.9674 0.5029
H -1.3077 -1.6682 -1.8186
H -0.3439 -1.7292 0.9905
O 0.9865 1.7611 -0.6436
H -0.9364 1.9113 -0.3380
H 0.2110 -2.8550 -0.5513
H 1.7505 2.3748 -0.8020
C 1.3711 0.6220 -0.0966
N -1.3378 -1.3595 -0.8265
```

Results
HOMO ... -12.4 eV
HOMO-LUMO gap ... 0.29914 hartree
Spin multiplicity ... 1
Charge ... +1
ΔE to the lowest compared entry with this formula, charge and spin ... 140.9 kcal/mol

=====

Entry 2:
Formula: C5H10NO2
Source: OMol25
Level of theory: ωB97M-V with the def2-TZVPD basis set

The geometry in XYZ format:
```
18
Properties=species:S:1:pos:R:3
H 0.9747 -2.2657 -0.2593
H -1.1078 0.2932 1.6026
H 0.6258 1.9501 -1.4165
H 0.6110 2.2457 0.2459
H -3.3562 0.6885 0.3117
H -2.3285 -1.0505 1.1790
H 3.0013 1.2777 -0.5253
C -0.6356 -0.6804 -0.1638
H -1.7222 -0.3178 -1.5600
C -1.6301 -0.1551 0.7813
N 0.7246 1.4666 -0.4585
O -2.3906 0.7760 0.1081
C 1.9243 -0.5112 0.0332
H 0.7287 -1.3944 1.3422
C 0.6683 -1.2468 0.2832
C 2.0181 0.7792 -0.3708
O -0.8995 -0.7666 -1.4312
H 2.7936 -1.0886 0.2984
```

Results
HOMO ... -13.6 eV
HOMO-LUMO gap ... 0.31828 hartree
Spin multiplicity ... 1
Charge ... +1
ΔE to the lowest compared entry with this formula, charge and spin ... 61.3 kcal/mol

=====

Entry 3:
Formula: C5H10NO2
Source: OMol25
Level of theory: ωB97M-V with the def2-TZVPD basis set

The geometry in XYZ format:
```
18
Properties=species:S:1:pos:R:3
H -1.3361 0.9262 1.8755
N -0.0627 1.4364 0.2627
C 0.4832 0.1154 -0.0005
H 1.2612 -0.2512 0.6611
H 0.6513 2.1605 0.0782
O -1.0006 2.9640 1.6667
O 2.0733 -2.1532 0.5517
H 1.2819 -3.8608 -1.6531
H 0.3028 1.4892 2.3499
H -0.7118 -0.3623 -1.6993
H 2.7376 -2.7131 0.1510
C -0.5397 1.6566 1.6654
C 0.6290 -1.9267 -1.2285
H -1.0544 3.3335 2.5570
C 0.6579 -3.0213 -1.9170
C 0.0729 -0.6545 -1.0033
H -0.8548 1.6436 -0.3655
H 0.0533 -3.1683 -2.8058
```

Results
HOMO (alpha / beta) ... -11.0 / -13.1 eV
HOMO-LUMO gap (alpha / beta) ... 0.27826 / 0.26734 hartree
Spin multiplicity ... 3
<S²> ... 2.014
Charge ... +1
ΔE to the lowest compared entry with this formula, charge and spin ... 43.3 kcal/mol